Record 1
{
  "formula": "C38H36F5N7O5S",
  "method": "ωB97M-V/def2-TZVPD",
  "charge": 0,
  "smiles": "O=C(O)OS(=O)(=O)C(F)(F)C(F)(F)F.c1ccncc1.c1ccncc1.c1ccncc1.c1ccncc1.c1ccncc1.c1ccncc1.c1ccncc1",
  "spin_multiplicity": 1,
  "total_energy_ev": -85075.12589,
  "largest_force_ev_per_a": 9.882,
  "symbols": ["O", "C", "O", "O", "S", "O", "O", "C", "F", "F", "C", "F", "F", "F", "H", "N", "C", "C", "C", "C", "C", "H", "H", "H", "H", "H", "N", "C", "C", "C", "C", "C", "H", "H", "H", "H", "H", "N", "C", "C", "C", "C", "C", "H", "H", "H", "H", "H", "N", "C", "C", "C", "C", "C", "H", "H", "H", "H", "H", "N", "C", "C", "C", "C", "C", "H", "H", "H", "H", "H", "N", "C", "C", "C", "C", "C", "H", "H", "H", "H", "H", "N", "C", "C", "C", "C", "C", "H", "H", "H", "H", "H"],
  "coordinates": [[3.342, 2.615, 2.620], [3.186, 3.408, 1.651], [3.830, 3.110, 0.436], [2.401, 4.579, 1.908], [1.082, 4.709, 0.867], [0.619, 6.150, 0.968], [1.429, 4.497, -0.590], [-0.383, 3.672, 1.370], [-1.479, 4.104, 0.558], [-0.802, 3.862, 2.712], [-0.230, 2.091, 1.121], [-0.033, 1.383, 2.344], [0.695, 1.734, 0.122], [-1.504, 1.638, 0.647], [3.769, 2.141, 0.274], [-4.355, -1.898, 5.288], [-4.598, -0.610, 4.995], [-3.693, 0.218, 4.349], [-2.463, -0.312, 3.986], [-2.186, -1.640, 4.277], [-3.158, -2.386, 4.923], [-5.571, -0.242, 5.303], [-3.943, 1.250, 4.136], [-1.729, 0.304, 3.480], [-1.236, -2.086, 4.008], [-2.990, -3.429, 5.169], [-6.572, -0.298, 1.290], [-5.387, -0.789, 1.690], [-4.413, -1.255, 0.821], [-4.675, -1.217, -0.541], [-5.892, -0.717, -0.981], [-6.800, -0.271, -0.033], [-5.230, -0.801, 2.762], [-3.473, -1.638, 1.200], [-3.937, -1.574, -1.252], [-6.131, -0.673, -2.037], [-7.763, 0.132, -0.328], [-6.994, 1.263, 6.884], [-7.269, 2.309, 6.087], [-8.342, 3.164, 6.279], [-9.186, 2.927, 7.354], [-8.926, 1.852, 8.193], [-7.825, 1.058, 7.918], [-6.583, 2.451, 5.258], [-8.514, 3.994, 5.605], [-10.037, 3.573, 7.537], [-9.564, 1.638, 9.041], [-7.579, 0.208, 8.547], [-2.038, -1.419, -2.546], [-0.853, -1.910, -2.147], [0.121, -2.377, -3.015], [-0.141, -2.339, -4.376], [-1.357, -1.838, -4.818], [-2.264, -1.392, -3.870], [-0.697, -1.922, -1.073], [1.060, -2.760, -2.635], [0.596, -2.696, -5.088], [-1.595, -1.795, -5.873], [-3.228, -0.989, -4.166], [5.647, -0.554, 4.716], [6.183, -0.809, 5.920], [5.856, -0.115, 7.074], [4.923, 0.908, 6.981], [4.354, 1.195, 5.749], [4.745, 0.440, 4.655], [6.910, -1.615, 5.941], [6.319, -0.367, 8.020], [4.641, 1.475, 7.862], [3.623, 1.986, 5.640], [4.327, 0.623, 3.672], [1.546, -2.004, -7.654], [1.303, -0.716, -7.945], [2.207, 0.113, -8.591], [3.437, -0.415, -8.955], [3.716, -1.743, -8.665], [2.743, -2.490, -8.019], [0.329, -0.348, -7.638], [1.955, 1.144, -8.803], [4.172, 0.202, -9.461], [4.666, -2.187, -8.934], [2.913, -3.534, -7.774], [7.355, -1.862, -8.413], [8.608, -1.687, -8.863], [9.742, -1.945, -8.109], [9.576, -2.409, -6.812], [8.293, -2.597, -6.320], [7.223, -2.313, -7.154], [8.686, -1.320, -9.881], [10.729, -1.788, -8.526], [10.439, -2.621, -6.190], [8.127, -2.957, -5.312], [6.201, -2.448, -6.816]],
  "atomic_forces_ev_per_a": [[-1.0682, 3.5592, -3.7681], [2.0775, -5.0813, 3.2911], [-2.2142, 1.7454, 1.5209], [-0.5872, -1.9919, -2.5411], [0.2810, 7.9728, -5.8317], [1.1152, -4.8812, 1.5682], [-0.6952, -1.5346, 4.9247], [-3.4633, -0.8086, 1.1889], [3.3517, -0.7085, 1.8312], [1.5277, -0.2257, -3.1517], [-2.1910, -2.8526, -0.5164], [0.3044, 2.0429, -3.4024], [-1.8095, 0.9938, 2.9774], [3.2799, 1.0425, 1.1957], [0.1119, 0.7706, 0.6494], [0.4892, 0.3880, -0.3382], [-0.0993, -0.5055, 0.4131], [0.3132, -0.0713, 0.1367], [0.0381, 0.1294, -0.0251], [-0.0525, 0.0967, -0.0406], [-0.5379, 0.0578, 0.1882], [0.0643, 0.0571, 0.0176], [-0.0278, -0.0569, 0.0021], [-0.0868, -0.0709, 0.0556], [-0.0479, -0.0037, 0.0240], [0.0531, 0.0378, -0.0287], [0.4196, -0.1948, -0.4621], [-0.5824, 0.1756, -0.0136], [-0.1158, 0.0639, -0.1647], [0.0870, -0.1678, -0.1615], [0.0736, -0.0172, 0.1753], [-0.0189, 0.0702, 0.5426], [-0.0375, -0.0950, -0.2906], [-0.0508, 0.0153, 0.0269], [-0.0553, 0.1179, 0.1058], [-0.0136, 0.0036, 0.0515], [0.0339, -0.0234, -0.0426], [-0.5515, 0.4422, 0.0794], [0.2322, -0.4853, 0.2785], [-0.0715, -0.0210, 0.1005], [-0.0664, 0.0477, 0.0208], [-0.0065, 0.1189, -0.1024], [0.4408, -0.0694, -0.3618], [-0.0619, 0.0473, -0.0125], [0.0285, -0.0581, 0.0157], [0.0549, -0.0428, -0.0155], [0.0521, -0.0124, -0.0388], [-0.0568, 0.0356, -0.0016], [0.5771, -0.2663, -0.5134], [-0.5124, 0.2390, -0.0330], [-0.1026, 0.0512, -0.0931], [0.1669, -0.0940, -0.0983], [0.0968, -0.0138, 0.0789], [-0.0292, 0.0555, 0.5573], [0.0412, -0.0258, -0.0229], [-0.0587, 0.0138, 0.0032], [-0.0819, 0.0663, -0.0249], [0.0138, -0.0140, 0.0529], [0.0348, -0.0257, -0.0441], [-0.1507, 0.3225, 0.5707], [-0.1460, 0.0083, -0.5671], [-0.0830, 0.0951, -0.0232], [-0.0285, 0.0483, 0.0588], [0.0546, -0.0219, 0.1507], [0.3452, -0.4830, -0.1919], [-0.0163, 0.0298, 0.0620], [-0.0084, -0.0054, -0.0612], [0.0178, -0.0386, -0.0553], [0.0387, -0.0497, -0.0500], [-0.0051, 0.0644, 0.1122], [0.4101, 0.3828, -0.2286], [-0.0365, -0.5548, 0.1830], [0.1132, -0.0743, -0.0270], [0.0550, 0.0709, -0.0398], [-0.0039, 0.0307, -0.0297], [-0.5389, 0.1020, 0.1945], [0.0416, 0.0551, -0.0295], [-0.0152, -0.0577, 0.0277], [-0.0283, -0.0612, 0.0433], [-0.0075, 0.0625, 0.0135], [0.0495, 0.0334, -0.0368], [0.5009, -0.1641, 0.4380], [-0.5864, -0.0213, 0.0370], [-0.0374, -0.0414, 0.1348], [0.0750, -0.0171, 0.0495], [0.1185, 0.0246, -0.0683], [-0.0923, 0.2041, -0.5803], [0.0589, -0.0192, 0.0363], [-0.0667, 0.0029, -0.0011], [-0.0579, 0.0141, -0.0424], [-0.0200, 0.0182, -0.0605], [0.0439, 0.0013, 0.0478]]
}



Record 2
{
  "formula": "C3H6N2O",
  "method": "ωB97M-V/def2-TZVPD",
  "charge": 0,
  "relative_energy_kj_mol": 258.84,
  "smiles": "NC(=O)N1CC1",
  "spin_multiplicity": 1,
  "largest_force_ev_per_a": 1.515,
  "symbols": ["N", "C", "O", "N", "C", "C", "H", "H", "H", "H", "H", "H"],
  "coordinates": [[-0.965, 0.939, 0.676], [-1.336, 0.095, -0.376], [-2.398, 0.172, -0.946], [-0.239, -0.646, -0.857], [1.103, 0.076, -0.460], [0.794, -1.302, -0.098], [-0.810, 0.464, 1.553], [-1.548, 1.751, 0.731], [1.537, 0.394, -1.390], [1.280, 0.788, 0.360], [1.295, -2.088, -0.640], [0.625, -1.501, 0.961]],
  "atomic_forces_ev_per_a": [[-0.8944, 0.2725, 0.4879], [-0.1265, 0.4518, 0.1703], [0.6428, -0.3151, 0.1218], [0.7138, 1.3332, -0.0892], [-0.0269, -0.1642, -0.5949], [0.5219, -0.5136, 0.2009], [0.1008, 0.2138, 0.0760], [-0.6138, 0.0231, 0.4526], [0.7321, -0.5173, -0.1242], [-0.9245, -0.3663, -0.6642], [-0.2034, -0.4332, 0.0588], [0.0779, 0.0153, -0.0960]]
}